{"formula": "C19H40F14NO5S", "method": "ωB97M-V/def2-TZVPD", "elements": ["S", "F", "F", "F", "F", "F", "F", "F", "F", "F", "F", "F", "F", "F", "F", "O", "O", "O", "O", "O", "N", "C", "C", "C", "C", "C", "C", "C", "C", "C", "C", "C", "C", "C", "C", "C", "C", "C", "C", "C", "H", "H", "H", "H", "H", "H", "H", "H", "H", "H", "H", "H", "H", "H", "H", "H", "H", "H", "H", "H", "H", "H", "H", "H", "H", "H", "H", "H", "H", "H", "H", "H", "H", "H", "H", "H", "H", "H", "H", "H"], "positions_angstrom": [[-2.374, 1.053, -3.109], [-1.862, -0.471, -3.328], [-2.898, 2.576, -2.854], [-0.649, 2.270, -4.757], [-0.410, -0.773, -7.516], [4.315, -1.075, -4.801], [-3.817, 0.714, -3.709], [-0.963, 1.511, -2.357], [-2.931, 0.597, -1.629], [-2.682, 2.372, -5.348], [0.662, -2.505, -6.367], [-1.780, 1.103, -7.124], [-1.094, -2.372, -5.138], [-2.646, -0.429, -5.910], [0.785, 0.433, -6.220], [-0.789, 0.465, 7.344], [-1.819, -0.130, 2.634], [1.257, 3.318, -1.209], [1.394, -4.283, 4.524], [2.069, -0.991, 1.095], [2.450, 0.425, -1.519], [-1.613, 0.402, -5.961], [0.051, -1.705, -5.433], [-0.268, -0.383, -6.214], [-4.086, 0.023, 1.756], [0.694, 4.509, -0.679], [-2.356, 1.437, 5.747], [3.246, 0.858, -3.731], [1.085, -0.396, -3.386], [-1.738, 1.544, -4.882], [0.551, -4.148, 5.664], [1.292, -4.466, 6.950], [2.511, -0.138, -2.860], [-0.209, 4.216, 0.507], [2.034, -1.235, 3.518], [-2.601, 0.089, 1.454], [0.991, -1.668, -4.231], [1.254, -0.899, 2.259], [4.358, 0.295, -4.634], [-1.178, 0.509, 5.968], [2.113, 1.394, -1.602], [1.704, -5.193, 4.491], [0.793, 0.512, -3.907], [0.667, -2.473, -3.587], [-4.674, 0.201, 0.856], [1.404, -1.145, 4.406], [0.502, -0.530, -2.495], [2.155, -3.810, 7.060], [-0.319, -4.805, 5.551], [0.395, -1.572, 2.155], [-3.224, 1.102, 6.323], [0.349, 3.699, 1.289], [-4.356, 0.767, 2.507], [2.420, -2.253, 3.472], [1.842, -0.118, -0.924], [-2.333, 1.071, 1.071], [-1.033, 3.565, 0.209], [-2.327, -0.653, 0.701], [-2.628, 1.469, 4.692], [0.201, -3.117, 5.671], [0.881, 0.123, 2.299], [3.710, 1.576, -3.059], [-4.355, -0.958, 2.159], [-2.112, 2.445, 6.083], [-1.545, 0.149, 7.848], [1.527, 5.144, -0.377], [0.135, 5.029, -1.465], [4.257, 0.724, -5.628], [-0.312, 0.854, 5.407], [2.888, -0.563, 3.623], [2.399, -1.893, 1.034], [1.985, -1.947, -4.544], [-1.418, -0.504, 5.631], [1.661, -5.494, 6.938], [0.526, 2.751, -1.490], [5.336, 0.566, -4.249], [-2.039, -1.005, 2.967], [-0.627, 5.136, 0.922], [2.574, 1.446, -4.366], [0.643, -4.342, 7.818]], "lowdin_charge": [0.90, -0.15, -0.18, 0.15, 0.11, -0.08, -0.15, -0.20, -0.17, 0.11, 0.08, 0.12, 0.09, 0.16, 0.16, -0.09, -0.10, -0.10, -0.09, -0.09, 0.00, -0.34, -0.41, -0.33, -0.09, -0.32, -0.09, -0.21, -0.22, -0.43, -0.32, -0.09, -0.38, -0.09, -0.09, -0.31, -0.07, -0.32, -0.23, -0.33, 0.02, 0.08, 0.06, 0.12, 0.07, 0.06, 0.07, 0.08, 0.11, 0.10, 0.07, 0.07, 0.07, 0.05, 0.02, 0.11, 0.06, 0.11, 0.06, 0.10, 0.11, 0.09, 0.07, 0.08, 0.07, 0.11, 0.11, 0.09, 0.11, 0.08, 0.09, 0.10, 0.10, 0.07, 0.04, 0.09, 0.08, 0.07, 0.08, 0.07], "lumo_energy_ha": 0.0696, "charge": -1, "homo_lumo_gap_ev": 3.08, "largest_force_ha_per_bohr": 0.0308}